143
Properties=species:S:1:pos:R:3:lowdin_charge:R:1 method="wB97M-V/def2-TZVPD" homo_ev=-2.26 e_above_lowest_kj_mol=5.65 homo_lumo_gap_ha=0.230 e_tot_ev=-111239.1389 charge=-2
Sb -1.8247 2.8979 -1.9984 1.35
Sb -0.5734 5.8902 4.3224 1.31
Ca -0.0396 0.9940 0.9663 1.39
S 2.4041 3.7593 -0.2986 0.52
O -0.1695 -0.3301 -0.8497 -0.25
O -0.6899 -0.6079 2.3983 -0.25
O -1.8190 4.8881 1.8330 -0.11
O 2.9020 5.0613 0.1169 -0.34
O -1.3846 2.7461 1.3725 -0.22
O 3.3807 2.6938 -0.4158 -0.35
N 1.1567 3.2700 0.5134 -0.28
N 1.8560 1.1109 4.0357 -0.26
N 2.1032 -0.2779 1.2804 -0.19
C 1.1685 3.1174 -4.1009 -0.07
C 0.7503 4.3740 -4.5327 -0.30
C 1.1725 -6.2494 -0.0444 -0.08
C -3.5440 1.9497 -1.1249 -0.32
C 0.7776 -3.6606 1.1179 0.00
C -1.6100 -0.7608 -3.4830 -0.06
C 1.8212 4.0197 -1.9720 -0.28
C 1.4168 5.2793 -2.3895 -0.07
C -0.5870 -1.8451 2.0047 -0.34
C -2.9232 -1.8441 3.9625 -0.05
C 1.6256 2.5121 3.7352 -0.10
C -2.5622 6.6901 4.2547 -0.35
C -2.4140 -2.1502 -1.5591 -0.04
C -1.1364 -5.9566 -0.8675 -0.05
C 1.9231 -1.5857 1.9318 -0.12
C -3.5868 -1.0317 1.6852 -0.04
C 0.6708 -2.3742 1.6230 -0.13
C 3.0505 -4.5053 -2.9618 -0.56
C 3.9700 -5.1256 -1.9009 -0.06
C -0.3221 -4.4978 0.9971 -0.18
C 1.8952 -1.4306 -1.0015 -0.14
C 3.1161 0.5659 1.9529 -0.18
C 2.2459 -5.6405 -3.6012 -0.06
C -1.0868 3.9769 1.4095 -0.73
C 1.7965 0.8737 5.4574 -0.12
C 0.2663 4.3903 0.8336 -0.24
C 0.3171 7.5156 3.2301 -0.35
C 0.5284 -1.2942 -1.3629 -0.33
C -1.7159 -2.7197 1.9569 -0.09
C -1.8680 -3.2073 -3.7314 -0.07
C 0.8094 -3.2797 -2.7225 0.00
C 2.1472 -3.4283 -2.3582 -0.20
C 0.1526 4.5646 -5.9019 -0.06
C -2.5402 4.8985 -1.6343 -0.32
C 1.6913 2.9367 -2.8312 -0.09
C -0.2505 -5.8957 0.3850 -0.54
C -1.5451 -4.0002 1.4536 -0.02
C -1.4537 -2.1039 -2.7541 -0.52
C 2.6686 -2.4595 -1.5033 -0.01
C -4.1452 -3.3265 2.4007 -0.08
C -3.0705 -2.2383 2.4840 -0.53
C 2.5144 -0.3637 -0.1455 -0.14
C -0.7279 -6.9485 1.3947 -0.06
C 0.8813 5.4493 -3.6602 -0.06
C 3.0978 0.6213 3.4712 -0.22
C -0.0085 -2.2473 -2.2735 -0.08
C 3.9290 -3.8662 -4.0495 -0.06
C -2.6468 2.8506 -4.0030 -0.32
C -0.1532 6.8375 6.2453 -0.39
H -2.9440 6.5124 3.2520 -0.02
H -1.7564 -6.7623 1.7085 0.07
H -2.0417 3.4787 -4.6587 -0.04
H 0.5647 6.4369 -3.9808 0.11
H 1.8769 -1.3824 3.0008 0.11
H 4.1281 0.2456 1.6561 0.12
H -1.8743 5.6135 -2.1202 -0.01
H -2.6377 1.8319 -4.3907 -0.02
H -0.4091 7.8991 6.2199 -0.02
H 1.5389 6.1189 -1.7178 0.11
H 2.4352 3.1580 4.1239 0.09
H -1.2483 -3.2085 -4.6322 0.08
H 2.3059 0.6141 -0.5890 0.09
H 1.7593 -3.9883 0.7936 0.10
H -2.8818 -0.2051 1.7276 0.07
H -4.4623 2.3461 -1.5619 0.00
H 1.5598 -6.0944 -2.8824 0.07
H 0.3785 -4.0065 -3.3975 0.08
H 4.6159 -4.3772 -1.4414 0.07
H -1.8164 -4.1982 -3.2738 0.07
H -3.8785 -1.4754 4.3514 0.07
H -1.1070 -6.9554 -1.3175 0.08
H -3.4462 -2.0010 -1.8971 0.08
H 1.4012 7.4794 3.3386 0.00
H 1.8603 -6.2560 0.8046 0.09
H -0.0990 -6.9312 2.2877 0.08
H 0.8298 1.1976 5.8449 0.08
H -2.6569 -0.6043 -3.7650 0.08
H 1.5371 -5.5254 -0.7759 0.04
H 1.6618 -5.2894 -4.4536 0.08
H 0.4318 5.5330 -6.3209 0.07
H 2.7998 -2.2278 1.7414 0.13
H 0.6862 2.8378 4.1813 0.05
H 2.5886 1.4135 6.0132 0.08
H 0.0692 7.4181 2.1740 0.00
H 1.5626 2.6952 2.6622 0.05
H -0.0586 8.4670 3.6108 -0.01
H -0.7826 -5.2304 -1.6026 0.06
H 3.3921 -5.6018 -1.1070 0.06
H 3.3009 -0.3643 3.8960 0.10
H 0.0156 4.9941 -0.0541 0.10
H -3.7512 -1.3039 0.6402 0.06
H -5.0810 -2.9334 2.8077 0.08
H -2.6214 -2.7127 4.5551 0.08
H -2.5495 7.7557 4.4897 -0.01
H 1.1878 -7.2425 -0.5044 0.09
H 0.9048 6.7331 6.4916 -0.02
H -2.4098 -4.6498 1.3844 0.09
H 1.9052 -0.1938 5.6618 0.08
H -1.2901 0.0559 -2.8377 0.03
H -0.9392 4.5258 -5.8655 0.05
H -3.8719 -4.2127 2.9794 0.08
H -3.5482 5.0000 -2.0416 0.00
H 3.6080 -0.4768 -0.1901 0.12
H 3.0238 1.5777 1.5581 0.08
H 0.7307 5.0862 1.5395 0.08
H -2.1754 -5.7174 -0.6321 0.08
H 3.7133 -2.4949 -1.2070 0.11
H 0.4851 3.7855 -6.5889 0.07
H -3.6717 3.2255 -3.9844 -0.01
H -2.9037 -3.0369 -4.0383 0.08
H -4.3324 -3.6320 1.3680 0.08
H 3.3056 -3.4253 -4.8302 0.08
H -3.5218 2.1462 -0.0530 -0.01
H 4.5909 -4.6096 -4.5080 0.07
H -2.5587 5.0986 -0.5625 -0.01
H 1.0673 2.2637 -4.7625 0.11
H -2.1576 -1.3769 -0.8387 0.06
H 2.9270 -6.4162 -3.9629 0.08
H -3.1927 6.1666 4.9742 -0.01
H -4.5409 -0.6909 2.1013 0.08
H -2.3485 -3.1135 -1.0487 0.07
H 3.9466 1.2697 3.7693 0.12
H 4.5441 -3.0695 -3.6271 0.08
H 4.6133 -5.8833 -2.3597 0.08
H 1.9913 1.9524 -2.4937 0.11
H -2.1705 -1.0651 4.0695 0.07
H -3.4955 0.8716 -1.2875 -0.02
H -0.7365 6.3518 7.0297 -0.02
H -1.0015 -0.7446 -4.3922 0.09
H -0.6828 -7.9515 0.9562 0.07